(1)
{"formula": "C5H8NO3P", "method": "ωB97M-V/def2-TZVPD", "symbols": ["C", "C", "C", "C", "C", "N", "H", "H", "H", "H", "H", "O", "P", "O", "O", "H", "H", "H"], "positions_angstrom": [[-2.733734, -0.307262, 0.503033], [-2.630033, 0.918214, 0.019734], [-1.200214, 1.142270, -0.122397], [-0.459893, 0.322161, 0.846195], [-1.295443, -0.858716, 0.593784], [-0.596331, -0.138054, -0.548894], [-3.695406, -0.799652, 0.609937], [-3.224513, 1.736460, -0.238649], [-0.717067, 2.069039, -0.576496], [0.604732, 0.412460, 1.297865], [-1.026966, -1.744977, 1.011824], [4.557989, -0.506557, -0.322855], [2.954944, -0.707594, 0.018792], [2.897044, 0.265141, 1.240785], [2.347629, 0.376746, -1.095316], [4.788135, -1.190840, -1.029263], [3.065029, 1.085450, 0.860997], [2.140718, -0.054627, -1.891411]], "forces_ev_per_a": [[-1.08, -0.73, -0.24], [0.63, 0.00, 0.50], [1.78, 1.33, -0.82], [3.42, 0.25, 0.68], [-2.60, 4.30, -0.96], [1.19, -1.21, 0.34], [0.41, -0.32, 0.37], [-1.71, 0.47, -0.18], [-0.82, -1.42, 0.64], [-2.22, -0.04, -0.62], [0.78, -2.71, 0.30], [0.35, -1.72, -1.41], [0.02, -1.09, -2.04], [-0.62, -1.32, 2.13], [0.78, 0.44, 2.12], [-0.17, 1.37, 1.42], [0.60, 3.20, -0.53], [-0.75, -0.80, -1.69]], "mulliken_charge": [-0.48, -0.60, 0.15, -0.16, -0.35, -0.47, 0.39, 0.46, 0.33, 0.27, 0.51, -0.47, 0.28, -0.38, -0.43, 0.33, 0.33, 0.29], "total_charge": 0, "de_lowest_ev": 3.5574, "smiles": "C1=C[C@H]2[C@H]3[C@@H]1N32.OP(O)O"}

---

(2)
{"formula": "C5H8NO3S2", "method": "ωB97M-V/def2-TZVPD", "symbols": ["C", "C", "C", "S", "O", "O", "C", "S", "C", "N", "O", "H", "H", "H", "H", "H", "H", "H", "H"], "positions_angstrom": [[0.744454, 0.773263, 1.120803], [0.003895, -0.133834, 0.124646], [0.792524, -0.324805, -1.072743], [2.545981, 0.007263, -1.320118], [2.964397, -0.586654, -2.578497], [2.800646, 1.476724, -1.227529], [-0.558744, -1.374552, 0.851741], [-1.856669, -1.245223, 2.207565], [-1.129373, 0.835457, -0.441067], [-2.361723, 0.288560, -0.352971], [-0.892502, 1.840463, -1.020125], [0.736765, 1.880734, 0.876256], [1.714400, 0.404335, 1.114823], [0.344273, 0.783344, 2.083048], [0.697643, -1.251210, -1.628785], [-1.165780, -1.977175, 0.047145], [0.252147, -1.796389, 1.306330], [-2.415883, -0.352129, 0.457292], [-3.216452, 0.751826, -0.547811]], "forces_ev_per_a": [[-0.60, 2.23, -1.40], [-0.98, 2.16, 1.24], [2.04, -1.26, -0.09], [-2.21, 3.52, -0.95], [0.35, -0.62, 0.25], [0.43, -2.18, 0.62], [-3.94, 0.10, -2.26], [0.81, 0.35, -0.29], [-1.79, -1.90, -0.54], [0.82, -1.42, 0.90], [1.01, 2.36, -0.85], [0.29, -1.46, -0.43], [2.10, -0.28, 0.54], [-0.94, -0.78, 1.60], [-0.67, -0.33, -0.08], [1.95, 0.47, 1.31], [2.10, -1.85, 0.71], [-0.60, -0.08, 0.03], [-0.18, 0.97, -0.34]], "mulliken_charge": [-2.04, 2.52, -0.93, 0.76, -0.57, -0.53, -1.58, -0.59, 0.10, -0.27, -0.59, 0.34, 0.52, 0.44, 0.30, 0.40, 0.42, 0.03, 0.26], "total_charge": -1, "de_lowest_ev": 3.7665, "smiles": "C[C@@](C=S(=O)=O)(C[S-])C(N)=O"}

---

(3)
{"formula": "C5H8NOP", "method": "ωB97M-V/def2-TZVPD", "symbols": ["C", "C", "C", "C", "C", "N", "O", "P", "H", "H", "H", "H", "H", "H", "H", "H"], "positions_angstrom": [[-1.306673, 1.187834, -0.806728], [-0.240945, 1.485007, -0.020171], [-0.970958, -1.100121, -1.111477], [0.439313, -0.958933, -1.352692], [0.664834, -0.424517, 2.027806], [-1.724812, -0.080954, -1.015076], [2.470239, 0.875606, 0.029319], [1.113096, 0.431891, 0.346349], [-1.911942, 1.914392, -1.201092], [-0.293773, 2.337104, 0.629911], [-1.513153, -2.082890, -1.215446], [1.014459, -1.808286, -1.180791], [0.831346, -0.253367, -2.051885], [0.968003, -1.439038, 2.258669], [0.860890, 0.291959, 2.824405], [-0.399923, -0.375687, 1.838899]], "forces_ev_per_a": [[2.30, -1.30, 1.36], [-0.33, 0.61, 0.59], [-0.74, -0.40, -1.63], [0.73, 1.64, 3.47], [0.02, 1.52, -1.77], [-1.19, -0.69, -0.36], [0.65, 0.38, 0.30], [-1.78, -3.75, -0.96], [-1.64, 1.82, -0.52], [0.09, 0.97, -0.34], [0.82, 0.80, 0.64], [1.01, -1.50, -0.28], [-0.09, 0.33, -0.64], [0.39, 0.10, -0.25], [0.27, -0.14, 0.10], [-0.53, -0.39, 0.30]], "mulliken_charge": [-0.19, -0.46, 0.22, -1.22, -0.94, -0.50, -0.67, 0.73, 0.50, 0.39, 0.34, 0.42, 0.41, 0.33, 0.33, 0.31], "total_charge": 0, "de_lowest_ev": 0.9987}

---

(4)
{"formula": "C5H8NS", "method": "ωB97M-V/def2-TZVPD", "symbols": ["C", "C", "C", "C", "C", "N", "S", "H", "H", "H", "H", "H", "H", "H", "H"], "positions_angstrom": [[-0.717820, 1.515326, -0.080222], [-2.018499, 1.150430, -0.089572], [-0.571901, -0.784076, -0.052466], [0.110114, -2.082845, 0.308452], [1.562831, 0.695633, -0.252402], [0.167522, 0.521201, 0.039014], [-2.164415, -0.544890, -0.073288], [-0.419045, 2.462129, 0.051183], [-2.867967, 1.804920, -0.048630], [0.969468, -1.848650, 0.972203], [-0.597611, -2.784963, 0.670442], [0.576731, -2.540170, -0.600286], [2.029070, -0.116900, -0.823887], [1.684423, 1.769918, -0.615005], [2.257104, 0.782931, 0.594471]], "forces_ev_per_a": [[-1.81, -2.08, 0.65], [-0.11, 0.05, -0.12], [4.39, 2.37, 1.70], [1.62, 1.11, -1.90], [2.19, 1.81, 0.39], [-2.63, -4.85, -1.23], [-1.48, 0.47, -0.15], [1.22, 3.41, -0.03], [-0.15, 0.01, -0.15], [-0.84, -0.39, -0.03], [-0.43, -0.56, 0.69], [-0.38, 0.33, 0.53], [-0.66, 0.57, -0.52], [-0.13, -1.77, -0.54], [-0.80, -0.48, 0.69]], "mulliken_charge": [-0.30, -0.34, 0.57, -1.17, -0.85, 0.16, -0.03, 0.44, 0.42, 0.32, 0.44, 0.33, 0.35, 0.33, 0.34], "total_charge": 1, "de_lowest_ev": 0.5946}